## 1
# C4H9NO

A 2-piece molecular cluster, C4H9NO overall (wB97M-V/def2-TZVPD, OMol25).

The value obtained for the HOMO-LUMO gap is 9.49 eV. The LUMO energy comes out at 0.8581 eV.

Each line ends with the natural charge from an NBO analysis.
Geometry (Å):
C -0.15 0.15 2.36  0.026
C -0.42 -1.08 -3.02  -0.513
H 1.25 -0.46 -1.81  0.161
C 0.08 1.50 2.39  -0.524
H -0.20 -1.74 -3.84  0.222
N 0.44 -0.67 1.42  -0.824
H 1.16 -0.30 0.77  0.357
H -0.77 -0.53 3.01  0.206
H -0.19 2.23 3.11  0.204
H -1.48 -1.09 -2.98  0.201
H -0.17 -1.18 0.85  0.377
H -0.10 1.08 -0.71  0.497
O -0.43 0.55 -1.36  -0.716
H 0.76 1.98 1.85  0.179
C 0.21 -0.45 -2.04  0.147

## 2
# C4H9NO

A 2-piece molecular cluster, C4H9NO overall (wB97M-V/def2-TZVPD, OMol25).

The value obtained for the HOMO-LUMO gap is 10.36 eV. The LUMO energy comes out at 0.7509 eV.

Each line ends with the natural charge from an NBO analysis.
Geometry (Å):
H 2.69 0.59 -0.27  0.201
H 0.37 0.17 -1.21  0.212
H 0.22 -1.22 -0.10  0.191
C 1.92 0.03 0.28  -0.608
H -0.39 2.83 0.23  0.480
C 0.92 -0.62 -0.68  -0.604
H 2.41 -0.73 0.90  0.200
H -1.81 -1.95 -0.07  0.240
H 1.41 0.73 0.96  0.208
H -3.33 -0.99 0.45  0.238
N -1.09 1.18 0.69  -0.193
O -0.77 2.11 -0.31  -0.545
C -1.65 0.14 0.33  0.325
C -2.28 -1.01 0.22  -0.547
H 1.39 -1.26 -1.42  0.203

## 3
# C4H9NO

One molecule with the formula C4H9NO (wB97M-V/def2-TZVPD, OMol25).

The value obtained for the HOMO-LUMO gap is 8.81 eV. The LUMO energy comes out at 0.9909 eV.

Each line ends with the natural charge from an NBO analysis.
Geometry (Å):
H -0.84 -1.73 0.74  0.209
H -1.62 -1.11 -0.73  0.165
C 1.88 -0.53 0.54  0.142
H 2.04 -1.21 -1.01  0.482
H -1.91 1.72 0.35  0.202
O 2.71 -1.22 -0.29  -0.665
H 1.18 0.52 -1.08  0.171
H -0.29 2.32 -0.09  0.206
C 0.88 0.06 -0.13  -0.207
N -0.40 0.30 0.37  -0.448
C -1.30 -0.85 0.30  -0.403
H -2.21 -0.61 0.88  0.198
H -1.24 1.37 -1.27  0.165
H 2.11 -0.52 1.60  0.195
C -0.99 1.49 -0.20  -0.411

The computed energies, referenced to the most stable structure and given in hartree, are 1 0.0296; 2 0.0390; 3 0.0000.

## 1
# C4H9NO

C4H9NO as an isolated structure (wB97M-V/def2-TZVPD, OMol25).

The value obtained for the HOMO-LUMO gap is 9.96 eV. The LUMO energy comes out at 0.9837 eV.

Each line ends with the natural charge from an NBO analysis.
Geometry (Å):
H -0.48 -1.21 -0.83  0.337
C -1.33 0.37 0.07  -0.090
C 0.00 0.98 0.52  -0.146
H 1.91 0.07 1.23  0.203
C 1.05 -0.05 0.54  -0.079
N 0.99 0.92 -0.56  -0.633
H 0.11 -1.90 1.08  0.201
H -1.63 -0.40 0.82  0.212
H 1.16 -2.02 -0.37  0.210
C 0.44 -1.39 0.14  -0.761
H -2.12 1.07 -0.09  0.203
H 0.00 1.88 1.15  0.217
H 1.68 1.66 -0.42  0.363
H -0.49 0.22 -1.82  0.505
O -1.29 -0.20 -1.44  -0.743

## 2
# C4H9NO

One molecule with the formula C4H9NO (wB97M-V/def2-TZVPD, OMol25).

The value obtained for the HOMO-LUMO gap is 10.29 eV. The LUMO energy comes out at 1.0488 eV.

Each line ends with the natural charge from an NBO analysis.
Geometry (Å):
H -1.67 -1.40 -0.68  0.167
H -0.91 0.93 -1.20  0.361
H 1.36 -0.70 -1.46  0.209
C 1.11 -0.87 -0.40  -0.648
C 0.36 0.29 0.21  0.339
N -0.97 0.61 -0.24  -0.624
C -1.94 -0.48 -0.14  -0.419
H -2.10 -0.74 0.91  0.206
H 2.04 -0.99 0.16  0.225
C 1.22 1.34 0.77  -0.111
O 0.60 0.36 1.60  -0.489
H 0.55 -1.81 -0.32  0.216
H -2.90 -0.13 -0.54  0.205
H 0.90 2.35 0.98  0.195
H 2.29 1.23 0.56  0.170

The computed energies, referenced to the most stable structure and given in hartree, are 1 0.0769; 2 0.0000.

## 1
# C4H9NO

One molecule with the formula C4H9NO (wB97M-V/def2-TZVPD, OMol25).

The value obtained for the HOMO-LUMO gap is 10.67 eV. The LUMO energy comes out at 0.9194 eV.

Each line ends with the natural charge from an NBO analysis.
Geometry (Å):
O 0.30 -0.78 2.52  -0.617
N -0.70 0.38 0.83  -0.619
H -1.56 0.81 0.52  0.394
H -0.58 -1.36 -1.33  0.199
C 0.32 -1.23 -0.72  -0.616
C 0.38 0.19 -0.14  -0.059
H 1.19 -1.43 -1.35  0.212
H -0.63 1.22 -1.77  0.200
H 1.31 0.28 0.42  0.216
C 0.31 1.28 -1.20  -0.613
H 1.13 1.17 -1.92  0.221
H -1.60 -0.06 2.62  0.109
C -0.66 -0.19 2.06  0.528
H 0.38 2.27 -0.75  0.217
H 0.30 -1.95 0.09  0.231

## 2
# C4H9NO

A 2-piece molecular cluster, C4H9NO overall (wB97M-V/def2-TZVPD, OMol25).

The value obtained for the HOMO-LUMO gap is 8.72 eV. The LUMO energy comes out at 0.9750 eV.

Each line ends with the natural charge from an NBO analysis.
Geometry (Å):
C -1.43 0.50 -0.81  -0.180
H -1.82 0.42 0.19  0.197
C -1.80 1.31 -1.80  -0.424
C 0.17 -1.18 0.01  0.021
H 1.88 2.07 2.66  0.468
C -0.29 -0.43 -1.00  -0.302
H -1.19 1.25 -2.69  0.178
H 1.62 -2.12 -0.98  0.369
H -0.53 -1.20 0.84  0.187
O 1.49 1.52 3.35  -0.934
H -2.33 2.24 -1.73  0.204
H 0.83 -3.12 0.12  0.381
H 2.21 1.39 3.97  0.466
H 0.06 -0.47 -2.02  0.190
N 1.12 -2.19 -0.11  -0.821

The computed energies, referenced to the most stable structure and given in hartree, are 1 0.0000; 2 0.0789.

## 1
# C4H9NO

One molecule with the formula C4H9NO (wB97M-V/def2-TZVPD, OMol25).

The value obtained for the HOMO-LUMO gap is 9.67 eV. The LUMO energy comes out at 1.1267 eV.

Each line ends with the natural charge from an NBO analysis.
Geometry (Å):
H -0.01 -0.32 1.73  0.142
H -2.30 -0.85 -1.18  0.199
N -0.62 0.05 -0.30  -0.436
H 0.81 -1.04 -1.48  0.173
H 2.15 -0.37 0.46  0.213
H 0.61 0.67 -1.94  0.187
H -1.13 -2.01 -0.50  0.164
C 1.43 0.38 0.13  -0.448
O -0.29 1.68 1.38  -0.714
H -2.18 -1.05 0.57  0.207
C 0.59 -0.03 -1.10  -0.203
H 1.93 1.35 0.05  0.205
C -1.59 -1.02 -0.35  -0.408
C 0.09 0.41 0.91  0.253
H 0.52 2.14 1.63  0.466

## 2
# C4H9NO

C4H9NO as an isolated structure (wB97M-V/def2-TZVPD, OMol25).

The value obtained for the HOMO-LUMO gap is 10.19 eV. The LUMO energy comes out at 0.8522 eV.

Each line ends with the natural charge from an NBO analysis.
Geometry (Å):
C -1.08 1.19 -0.37  -0.074
H -2.44 0.43 1.21  0.229
C 1.36 -1.13 -1.04  0.006
H 1.84 -1.48 -1.94  0.189
H -1.70 0.98 -1.35  0.193
O -0.24 0.00 -0.11  -0.437
H -2.57 2.27 0.78  0.222
C -1.91 1.34 0.87  -0.649
H 3.29 -1.61 0.19  0.238
H 1.42 -0.71 1.18  0.279
H -0.35 2.08 -0.61  0.185
H -1.21 1.52 1.78  0.212
H 1.35 -2.91 0.40  0.250
C 1.88 -1.59 0.31  -0.715
N 0.36 -0.40 -1.30  -0.129

The computed energies, referenced to the most stable structure and given in hartree, are 1 0.0000; 2 0.1430.

## 1
# C3H5NO2S2

One molecule with the formula C3H5NO2S2 (wB97M-V/def2-TZVPD, OMol25).

The value obtained for the HOMO-LUMO gap is 8.90 eV. The LUMO energy comes out at 0.3200 eV.

Each line ends with the natural charge from an NBO analysis.
Geometry (Å):
H -1.01 -2.01 0.58  0.225
H 1.14 -2.56 0.68  0.186
C 0.42 1.83 -0.25  0.516
H -1.48 2.02 0.91  0.443
S -1.44 0.13 -0.65  0.795
O 2.04 -1.23 -0.43  -0.653
O 0.71 1.20 -1.25  -0.629
C 0.90 -1.63 0.16  0.180
H 1.94 -0.29 -0.59  0.497
N -0.74 1.50 0.39  -0.789
S -3.15 -0.29 0.13  -0.460
C -0.41 -1.32 0.13  -0.468
H 1.09 2.66 0.18  0.155

## 2
# C3H5NO2S2

One molecule with the formula C3H5NO2S2 (wB97M-V/def2-TZVPD, OMol25).

The value obtained for the HOMO-LUMO gap is 8.27 eV. The LUMO energy comes out at -0.9007 eV.

Each line ends with the natural charge from an NBO analysis.
Geometry (Å):
H 0.88 -1.32 0.96  0.230
H 0.80 -1.21 -0.97  0.252
H -2.44 2.33 -1.72  0.160
S -0.01 0.67 -2.47  0.092
H 2.14 -0.37 -0.12  0.276
C 1.02 -0.69 0.06  -0.674
H -0.61 0.56 0.99  0.231
N 1.13 1.63 0.53  0.536
S -2.10 1.68 -0.57  0.168
O 2.12 1.68 -0.18  -0.367
C -0.64 0.97 -1.01  -0.361
O 0.78 2.40 1.38  -0.360
C 0.16 0.51 0.29  -0.182

The computed energies, referenced to the most stable structure and given in hartree, are 1 0.0000; 2 0.0574.

## 1
# C3H5NO2S2

One molecule with the formula C3H5NO2S2 (wB97M-V/def2-TZVPD, OMol25).

The value obtained for the HOMO-LUMO gap is 9.24 eV. The LUMO energy comes out at 0.4480 eV.

Each line ends with the natural charge from an NBO analysis.
Geometry (Å):
H -2.73 -2.98 -1.36  0.161
C 2.22 1.23 0.35  -0.094
H -0.33 0.43 -1.15  0.214
C -1.20 -1.42 -0.28  0.453
S -2.61 -1.64 -1.46  -0.086
C -0.75 0.05 -0.20  -0.188
N 0.99 1.15 0.86  -0.294
O 0.24 0.02 0.81  -0.340
H 2.47 0.30 -0.15  0.199
S 3.25 2.48 0.60  -0.139
H -1.55 0.79 0.04  0.212
H 0.79 1.87 1.55  0.393
O -0.76 -2.28 0.40  -0.491

## 2
# C3H5NO2S2

A 2-piece molecular cluster, C3H5NO2S2 overall (wB97M-V/def2-TZVPD, OMol25).

The value obtained for the HOMO-LUMO gap is 9.93 eV. The LUMO energy comes out at 0.4894 eV.

Each line ends with the natural charge from an NBO analysis.
Geometry (Å):
N -1.23 -1.33 0.22  -0.794
H -2.78 -1.28 1.46  0.097
H -1.47 -2.04 -0.32  0.411
C 1.05 1.70 -1.54  -0.297
H 0.30 2.38 -1.88  0.247
H 2.87 0.58 -1.02  0.247
S 0.07 -0.27 -0.41  1.346
C -1.91 -0.66 1.15  0.533
O 0.68 -1.21 -1.34  -0.953
S 1.25 -0.23 1.28  -0.215
C 2.19 1.35 -1.35  -0.186
H 0.70 0.62 2.08  0.167
O -1.71 0.39 1.68  -0.603

The computed energies, referenced to the most stable structure and given in hartree, are 1 0.0000; 2 0.0712.

## 1
# C4H8N2O3

One molecule with the formula C4H8N2O3 (wB97M-V/def2-TZVPD, OMol25).

The value obtained for the HOMO-LUMO gap is 10.09 eV. The LUMO energy comes out at 0.4853 eV.

Each line ends with the natural charge from an NBO analysis.
Geometry (Å):
C 0.64 -0.85 0.09  -0.510
H 3.18 1.28 0.47  0.402
O -2.76 0.29 -0.71  -0.693
N 2.19 1.02 0.57  -0.858
C -1.82 -0.40 -0.01  0.770
H 0.78 -1.84 -0.27  0.246
C 2.08 -0.18 -0.04  0.691
H -1.39 1.82 -0.25  0.382
O -1.99 -0.92 1.06  -0.587
H 1.41 1.69 0.72  0.438
N -0.50 1.38 0.02  -0.809
O 2.97 -0.80 -0.57  -0.620
H 0.57 -0.85 1.17  0.234
H -3.56 0.10 -0.29  0.491
C -0.48 -0.05 -0.58  -0.160
H -0.66 1.21 0.98  0.350
H -0.37 0.08 -1.63  0.234

## 2
# C4H8N2O3

One molecule with the formula C4H8N2O3 (wB97M-V/def2-TZVPD, OMol25).

The value obtained for the HOMO-LUMO gap is 10.46 eV. The LUMO energy comes out at 0.5790 eV.

Each line ends with the natural charge from an NBO analysis.
Geometry (Å):
H 0.14 1.67 -0.37  0.255
C 1.79 0.27 -0.37  0.685
H -2.97 1.97 0.71  0.510
O -2.82 -0.24 0.18  -0.624
C 0.28 0.55 -0.38  -0.476
H -0.73 -1.69 -0.18  0.355
N 2.33 -0.65 -1.27  -0.848
H -0.07 0.08 -1.27  0.195
H -0.12 0.37 1.67  0.230
O 2.51 0.88 0.39  -0.613
O -2.06 1.65 0.90  -0.687
H -0.84 -1.95 1.29  0.364
H 3.35 -0.65 -1.20  0.409
C -1.87 0.37 0.63  0.765
C -0.48 -0.13 0.79  -0.151
H 1.84 -1.03 -2.16  0.407
N -0.27 -1.48 0.66  -0.777

## 3
# C4H8N2O3

One molecule with the formula C4H8N2O3 (wB97M-V/def2-TZVPD, OMol25).

The value obtained for the HOMO-LUMO gap is 10.64 eV. The LUMO energy comes out at 0.7105 eV.

Each line ends with the natural charge from an NBO analysis.
Geometry (Å):
H -2.06 1.36 0.86  0.367
H 2.32 1.06 -1.00  0.395
H -2.41 1.35 -0.69  0.360
H -1.28 -2.75 -0.47  0.501
H 0.13 0.32 1.78  0.242
O -0.79 -1.90 -0.80  -0.678
O -2.30 -1.16 0.66  -0.605
N -1.66 1.49 -0.04  -0.804
O 1.87 -1.38 0.93  -0.604
C 1.63 -0.32 0.36  0.672
H 3.22 -0.46 -0.91  0.413
C 0.46 0.58 0.75  -0.505
N 2.39 0.13 -0.67  -0.834
C -1.35 -0.92 -0.06  0.774
H -0.26 0.54 -1.27  0.220
C -0.68 0.45 -0.27  -0.150
H 0.77 1.61 0.84  0.235

The computed energies, referenced to the most stable structure and given in hartree, are 1 0.0279; 2 0.0221; 3 0.0000.

## 1
# C4H8N2O3

A 2-piece molecular cluster, C4H8N2O3 overall (wB97M-V/def2-TZVPD, OMol25).

The value obtained for the HOMO-LUMO gap is 8.93 eV. The LUMO energy comes out at -0.2630 eV.

Each line ends with the natural charge from an NBO analysis.
Geometry (Å):
N 1.72 -1.36 -1.09  -0.133
C 1.54 1.27 0.63  -0.258
O -1.16 -1.87 0.61  -0.652
H -1.37 2.31 -0.60  0.384
C 1.11 -2.31 -0.78  -0.109
C -1.59 -0.67 0.39  0.354
H -0.07 -1.99 0.37  0.497
H 0.88 -3.30 -1.13  0.271
H -1.36 1.03 -1.68  0.379
H 2.52 0.83 0.84  0.192
H 1.61 1.94 -0.23  0.182
H 1.18 1.81 1.51  0.179
N -0.93 1.45 -0.87  -0.873
C -0.75 0.55 0.21  0.560
O -1.37 0.75 1.38  -0.582
H -2.64 -0.61 0.10  0.183
O 0.68 0.17 0.35  -0.575

## 2
# C4H8N2O3

One molecule with the formula C4H8N2O3 (wB97M-V/def2-TZVPD, OMol25).

The value obtained for the HOMO-LUMO gap is 8.37 eV. The LUMO energy comes out at 0.7223 eV.

Each line ends with the natural charge from an NBO analysis.
Geometry (Å):
H 2.06 1.86 1.32  0.495
H -2.05 1.48 0.50  0.238
O 1.68 1.39 0.57  -0.687
N 0.41 -0.80 -1.97  -0.800
H 0.67 -1.72 -2.29  0.400
O -0.04 1.21 2.06  -0.634
H 1.59 -2.08 0.17  0.151
N -0.32 0.53 -0.15  -0.498
C 0.23 -0.64 -0.63  0.353
H -0.04 -0.16 -2.60  0.399
C -1.70 0.92 -0.37  -0.413
C 0.78 -1.40 0.40  -0.078
H -2.34 0.05 -0.49  0.205
C 0.45 0.94 0.97  0.899
H -1.77 1.54 -1.27  0.190
H 0.39 -1.36 2.29  0.475
O 0.00 -1.76 1.49  -0.696

The computed energies, referenced to the most stable structure and given in hartree, are 1 0.1082; 2 0.0000.